Record 1
32
Properties=species:S:1:pos:R:3:lowdin_charge:R:1 method="wB97M-V/def2-TZVPD" e_above_lowest_kcal_mol=76.3 e_tot_ha=-771.90706 lumo_ha=0.0305 orbital_gap_ev=7.68 charge=0
C 0.9665 0.3910 -0.8164 -0.39
C 3.4632 -1.1805 -1.2232 -0.09
C 0.4953 1.8922 2.4554 -0.16
C -2.9427 -0.2187 -1.2698 -0.16
C -1.2935 -1.9821 0.9319 -0.15
C 2.3391 -0.8966 -2.1781 -0.27
C -0.0920 2.0194 1.0551 -0.38
C -2.3852 0.7990 -0.3067 -0.30
C -0.5202 -0.8111 1.4175 -0.34
O 0.9535 -0.6967 -1.6702 -0.27
P -0.4670 0.5149 0.1442 0.89
H 0.9112 1.7813 -1.5881 0.15
H 3.8267 -0.2983 -0.8851 0.02
H 3.3494 -1.9619 -0.4937 0.07
H 4.3846 -1.4368 -1.9002 0.12
H 0.7407 2.8704 2.8928 0.07
H -0.2305 1.4299 3.2124 0.08
H 1.3617 1.2834 2.5373 0.05
H -2.3178 -0.1742 -2.1964 0.10
H -3.0410 -1.1490 -0.8295 0.01
H -4.0325 0.0054 -1.5489 0.10
H -2.2901 -1.6451 0.6776 0.04
H -0.8720 -2.5797 0.2136 0.05
H -1.4516 -2.5499 1.8580 0.09
H 2.1809 -1.5990 -2.9917 0.11
H 2.6074 -0.0278 -2.7486 0.09
H 0.7427 2.5164 0.4512 0.08
H -0.9771 2.5969 1.0009 0.06
H -2.8167 0.8757 0.6611 0.06
H -2.2544 1.7710 -0.8143 0.08
H 0.5882 -1.0207 1.5954 0.12
H -0.9268 -0.5190 2.3566 0.07

---

Record 2
39
Properties=species:S:1:pos:R:3:lowdin_charge:R:1 method="wB97M-V/def2-TZVPD" e_above_lowest_kcal_mol=32.2 e_tot_ha=-1762.49827 lumo_ha=0.0127 orbital_gap_ev=7.96 charge=0
Ca 0.3522 0.0745 -0.5644 1.06
I 0.8769 -0.4488 -3.3843 -0.10
C 0.3861 0.7762 3.7146 0.00
C 0.3457 0.5546 2.2459 -0.82
O 0.7337 -0.5024 1.8120 -0.07
O -0.1070 1.4082 1.4562 -0.11
H 0.6029 -0.1053 4.3180 0.08
H -0.6110 1.1308 3.9755 0.08
H 1.1070 1.5861 3.8262 0.09
C 3.5689 -0.1797 -0.1153 -0.14
O 2.6525 0.9048 -0.1716 -0.21
H 3.1192 -0.9419 0.5210 0.07
H 3.7088 -0.7542 -1.0309 0.07
H 4.5307 0.1084 0.3089 0.09
H 3.1895 1.6735 -0.3773 0.10
C 0.1788 3.3282 -1.0375 -0.09
O -0.5012 2.1296 -1.2742 -0.37
C -1.9281 2.0819 -1.0911 -0.19
C -2.5281 0.7311 -1.5034 -0.17
N -1.9478 -0.2118 -0.5556 -0.19
C -2.0240 -1.6055 -0.9407 -0.21
C -1.1441 -2.5226 -0.0291 -0.19
O 0.2178 -2.3636 -0.3903 -0.36
C 1.0259 -3.4511 0.0391 -0.07
H 1.2387 3.2178 -0.8084 0.09
H -0.2447 3.7782 -0.1396 0.09
H 0.0486 4.0710 -1.8245 0.10
H -2.3527 2.9098 -1.6589 0.12
H -2.2244 2.4032 -0.0925 0.13
H -2.2443 0.4338 -2.5129 0.10
H -3.6163 0.7585 -1.4470 0.13
H -2.5323 -0.1812 0.2676 0.14
H -1.8869 -1.8485 -1.9944 0.11
H -3.0773 -1.8550 -0.8126 0.12
H -1.3889 -3.5740 -0.1801 0.13
H -1.2384 -2.2219 1.0144 0.12
H 0.7852 -4.3411 -0.5424 0.09
H 0.8492 -3.7466 1.0733 0.10
H 2.0794 -3.2048 -0.0935 0.09

---

Record 3
45
Properties=species:S:1:pos:R:3:mulliken_spin:R:1 method="wB97M-V/def2-TZVPD" e_above_lowest_kcal_mol=7.4 e_tot_ha=-2558.28069 lumo_ha="-0.0422 / -0.0224" orbital_gap_ev="7.28 / 7.68" charge=0 spin_multiplicity=2
Cr -0.4547 -0.7639 1.3321 1.06
N -1.8749 -1.1643 2.8561 -0.02
N -1.3072 -0.6304 4.0315 0.00
C 0.0603 -0.3540 4.0117 0.00
O 0.6693 -0.1681 5.0311 0.00
O 0.5691 -0.2929 2.7948 -0.01
H -2.7778 -0.7253 2.6836 0.00
H -1.9614 -2.1806 2.9076 0.00
H -1.6618 -0.9712 4.9147 0.00
N -1.3303 0.6003 -2.4968 0.00
C -0.0647 0.8982 -1.8270 0.01
C 0.5751 2.2577 -2.0578 0.00
C 1.6538 2.4637 -0.9875 0.00
N 1.0084 2.5638 0.3178 0.00
C 2.6315 1.2883 -0.9645 0.00
C 2.0214 -0.1134 -0.9961 0.00
N 1.4606 -0.5936 0.3024 -0.02
C 0.9521 -0.2014 -2.0762 0.00
H -2.0118 1.3331 -2.3167 0.00
H -1.7055 -0.6382 -1.0717 0.00
H -1.2204 0.5140 -3.5014 0.00
H -0.2898 0.8877 -0.7652 -0.01
H -0.1742 3.0501 -1.9795 0.00
H 1.0235 2.3218 -3.0560 0.00
H 2.2262 3.3670 -1.2489 0.00
H 0.3450 3.3277 0.3535 0.00
H 1.6858 2.7098 1.0564 0.00
H 3.3129 1.3852 -0.1137 0.00
H 3.2549 1.3541 -1.8614 0.00
H 2.8409 -0.7981 -1.2398 0.00
H 2.0204 -0.2347 1.0735 0.00
H 1.6006 -1.6118 0.2947 0.01
H 0.4853 -1.1871 -2.0560 0.00
H 1.4134 -0.0779 -3.0620 0.00
S -3.3270 2.6767 0.0679 -0.01
C -2.2809 1.6173 0.6799 0.00
N -1.4904 0.8500 1.0836 -0.01
O 0.9259 -3.4880 -0.0492 0.00
N 0.3271 -3.7385 0.9848 0.00
O -0.2320 -2.7331 1.6093 -0.01
C -1.7835 -2.6202 -0.9670 0.00
O -1.6056 -1.3370 -0.3662 0.00
H -0.9090 -2.9064 -1.5534 0.00
H -2.6690 -2.5924 -1.6018 0.00
H -1.9315 -3.3443 -0.1713 0.00

---

Record 4
38
Properties=species:S:1:pos:R:3:mulliken_spin:R:1 method="wB97M-V/def2-TZVPD" e_above_lowest_kcal_mol=26.4 e_tot_ha=-1629.13828 lumo_ha="-0.5063 / -0.5107" orbital_gap_ev="6.64 / 6.26" charge=+3 spin_multiplicity=3
C -3.4403 -0.2582 -3.7234 0.04
I -1.7728 0.7560 -2.7042 -0.02
H -3.7277 -1.1210 -3.1234 0.00
H -3.0884 -0.5339 -4.7156 0.00
H -4.2274 0.4940 -3.7940 0.00
Mo -0.5820 -0.0211 -0.4864 1.05
P 1.2620 -1.3755 -0.7637 -0.07
C 2.3761 -0.9843 -2.1929 0.00
C 2.5054 -2.2956 0.2044 0.00
H 2.8870 -3.1055 -0.4338 0.00
H 1.1065 -3.4644 -1.8964 0.00
H 2.0272 -2.7053 1.1014 0.00
H -0.2115 -3.2788 -0.6812 0.00
H 3.1086 -0.2462 -1.8376 0.00
H 3.3155 -1.6085 0.4753 0.00
C 0.3466 -2.7851 -1.4866 0.01
H 2.8875 -1.9090 -2.5040 0.00
H -0.3229 -2.4650 -2.2917 0.00
H 1.8049 -0.5768 -3.0372 0.00
P -0.8902 1.3191 1.3486 -0.06
C -0.9152 3.1467 1.0422 0.00
C -2.6905 1.0187 1.4722 0.02
H -0.4654 0.4231 3.5549 0.00
H -1.2351 2.0525 3.6000 0.00
H 0.5167 1.8926 3.2122 0.00
C -0.4709 1.4277 3.1184 -0.01
H -2.8523 0.0046 1.8581 0.00
H -3.0749 1.7580 2.1874 0.00
H -1.5319 3.6146 1.8242 0.00
H -1.3293 3.3828 0.0536 0.00
H -3.1849 1.1522 0.5042 0.00
H 0.1207 3.5042 1.1128 0.00
C 0.8204 1.3402 -0.7932 -0.08
O 1.5811 2.2010 -1.0723 0.09
O 3.1241 -0.3537 3.7028 0.67
C 2.3661 -0.1688 2.7222 -0.17
O 2.3709 0.6358 1.7501 0.52
H 1.4864 -0.8672 2.6925 -0.01

---

Record 5
35
Properties=species:S:1:pos:R:3:lowdin_charge:R:1 method="wB97M-V/def2-TZVPD" e_above_lowest_kcal_mol=26.6 e_tot_ha=-616.01634 lumo_ha=0.0334 orbital_gap_ev=9.80 charge=0 smiles=C[C@H](N)COCCCOC[C@@H](C)N
O 2.5705 1.1263 0.9780 -0.19
O -0.3984 0.0271 -1.7039 -0.16
N 2.8707 -1.7365 3.3992 0.01
N -2.0348 1.7558 0.8060 0.01
C 1.6486 0.4123 3.4076 -0.07
C -3.4101 1.6378 -1.2563 -0.10
C 2.8425 1.4590 -0.3937 -0.21
C 0.8522 0.0999 -0.9961 -0.20
C 3.2131 -0.0618 1.5214 -0.15
C -1.6724 -0.1466 -1.0601 -0.16
C 1.5334 1.4574 -1.2279 -0.14
C 2.2408 -0.7304 2.5294 -0.43
C -2.0652 1.2840 -0.6407 -0.42
H 3.6260 -1.2282 3.9530 0.10
H 2.1707 -2.2335 3.9750 0.08
H -1.1330 1.5823 1.3254 0.07
H -2.8397 1.4525 1.4124 0.08
H 2.4800 0.9000 3.9277 0.08
H 0.9548 -0.0131 4.1430 0.07
H 1.0957 1.1907 2.8860 0.06
H -3.3714 1.3902 -2.3029 0.07
H -3.6184 2.7606 -1.0733 0.11
H -4.2236 1.0209 -0.8523 0.07
H 3.2593 2.4980 -0.4743 0.12
H 3.6109 0.7148 -0.8192 0.14
H 1.4812 -0.7483 -1.3436 0.14
H 0.7533 -0.0265 0.0766 0.10
H 3.3476 -0.7789 0.7650 0.10
H 4.1306 0.2015 2.0553 0.13
H -1.7195 -0.7449 -0.1689 0.11
H -2.4390 -0.5628 -1.7287 0.12
H 1.8979 1.4112 -2.2884 0.12
H 0.8508 2.3612 -1.1603 0.13
H 1.4197 -1.2146 2.0390 0.12
H -1.4040 2.0038 -1.1882 0.13

---

Record 6
34
Properties=species:S:1:pos:R:3:lowdin_charge:R:1 method="wB97M-V/def2-TZVPD" e_above_lowest_kcal_mol=103.3 e_tot_ha=-754.98099 lumo_ha=0.0266 orbital_gap_ev=8.28 charge=0
C 0.6903 -2.6502 0.5492 -0.22
C 0.4296 -1.5473 -0.5251 -0.30
C 3.3128 -0.8252 2.0126 -0.08
C -1.7317 0.4393 -4.3642 -0.10
C -1.1848 2.4668 0.8593 -0.15
C -1.2123 0.4171 2.2622 -0.15
C 2.4398 0.3901 2.3392 -0.27
C -1.1629 -0.0839 -3.0371 -0.34
C -1.3914 0.9827 0.8331 -0.47
N 1.6339 0.8876 1.5263 0.08
N -1.0442 0.8238 -1.8580 -0.13
Si -0.3283 0.0229 -0.4870 0.75
H 1.6126 -3.3124 0.3592 0.08
H -0.1245 -3.3873 0.5532 0.04
H 0.6097 -2.0470 -1.4140 -0.01
H 3.1438 -1.0132 0.9425 0.06
H 4.4572 -0.7929 2.2030 0.10
H 2.9576 -1.7252 2.5379 0.06
H -2.6632 1.0979 -4.2290 0.09
H -1.1392 1.0509 -5.0662 0.07
H -2.2011 -0.4125 -4.8603 0.06
H -0.1884 2.6480 1.0164 0.02
H -1.4642 2.9636 -0.0703 0.07
H -1.7407 2.8059 1.7374 0.08
H -1.4976 -0.6002 2.3686 0.05
H -1.7897 0.8963 3.0556 0.07
H -0.1398 0.4202 2.5406 0.04
H 0.6953 -2.3667 1.6835 0.08
H 2.4301 0.9056 3.3279 0.11
H -1.6002 -1.0107 -2.7902 0.08
H -0.1245 -0.3270 -3.1925 0.08
H -2.5340 0.8335 0.5610 0.14
H 1.6784 0.2968 0.7778 -0.06
H -0.8283 1.7529 -2.1527 0.07